# C7H8Cl2Si

C7H8Cl2Si in the gas phase (ωB97M-V/def2-TZVPD, the Open Molecules 2025 dataset).

Calculated values
HOMO (spin up / spin down)   -5.195 / -9.819 eV
Gap between HOMO and LUMO (spin up / spin down)   5.428 / 6.603 eV
LUMO (spin up / spin down)   0.0086 / -0.1182 Ha
Spin multiplicity   3
⟨S²⟩   2.023
E   -1481.18749 hartree
Energy relative to the best compared isomer or geometry (same formula, charge and spin)   80.0 kcal/mol

Each atom is followed by the atoms it is bonded to, with distances in Å.
Element x y z (Å)
1 C -0.691 -1.258 0.441  C2 1.379, C10 1.409, H17 1.092
2 C -0.598 -1.984 1.610  C1 1.379, C12 1.368, H14 1.120
3 Cl -1.257 1.291 -4.292  C4 1.810
4 C -1.161 2.036 -2.645  Cl3 1.810, Si8 2.086, Cl13 1.793, H15 1.045
5 H 1.625 1.092 1.009  C16 1.054
6 H 2.003 -0.316 2.909  C9 1.089
7 H 1.293 1.560 -1.224  Si8 1.466
8 Si 0.090 0.785 -1.540  C4 2.086, H7 1.466, C10 1.944, H11 1.452
9 C 1.163 -0.578 2.268  H6 1.089, C12 1.353, C16 1.405
10 C 0.142 -0.156 0.161  C1 1.409, Si8 1.944, C16 1.368
11 H 0.754 -0.072 -2.504  Si8 1.452
12 C 0.335 -1.614 2.539  C2 1.368, C9 1.353, H18 1.122
13 Cl -0.383 3.647 -2.764  C4 1.793
14 H -1.134 -2.863 2.050  C2 1.120
15 H -2.159 1.972 -2.342  C4 1.045
16 C 1.056 0.211 1.112  H5 1.054, C9 1.405, C10 1.368
17 H -1.487 -1.523 -0.259  C1 1.092
18 H 0.409 -2.232 3.472  C12 1.122